# 1
70
Properties=species:S:1:pos:R:3:lowdin_charge:R:1 method="wB97M-V/def2-TZVPD" relative_energy_kj_mol=0.0 mol_weight_g_mol=481.44 smiles="COCB(CCCO)OCCNC[C@H](C)O.CCOS(C)(=O)=O.CCOS(C)(=O)=O"
S 5.2626 -2.4542 -6.2242 0.5639
S 1.1838 -0.0368 -4.2753 0.5637
O 5.1357 -3.7245 -6.8679 -0.2687
O -7.1632 -0.4387 7.1121 -0.0481
O 0.5639 0.8124 -3.3044 -0.2791
O 2.5321 0.6482 -4.7680 -0.2776
O 6.6759 -1.8200 -6.5572 -0.2633
O 5.0384 -2.3684 -4.8093 -0.2819
O -2.4330 2.3110 3.3411 0.0532
O 0.4417 -0.4776 -5.4190 -0.2757
O -1.2788 0.2009 5.7588 -0.2032
O -0.8497 -1.3281 -0.0764 -0.0685
N -5.3486 2.4070 5.5076 -0.0577
C 1.9147 -1.4069 -3.4548 -0.1095
C -6.3003 0.1282 6.1143 -0.4332
C -0.7846 -1.1156 5.6516 -0.1101
C 7.8135 -2.2858 -5.7796 -0.2419
C -0.5273 0.0586 0.0184 -0.2681
C -1.4893 0.1704 2.3823 -0.0812
C 8.3223 -3.6286 -6.2512 -0.0709
C -4.1905 1.7533 4.9320 -0.2052
C 2.0038 3.0222 -5.1504 -0.0686
C -6.2595 1.6401 6.3499 -0.1832
C -0.6980 1.1539 4.8471 -0.1016
C -0.2861 0.4879 1.4560 -0.1812
C -6.8854 -0.2251 4.7555 -0.0424
C -3.2150 2.8121 4.4231 -0.1568
C 2.4351 1.7039 -5.7544 -0.2586
C 4.2707 -1.2689 -7.0528 -0.1132
B -1.5866 1.2479 3.5187 -0.4291
H -5.3073 -0.3119 6.2388 0.1317
H 0.9727 2.9821 -4.8045 0.0738
H -0.9029 -1.5928 6.6244 0.0871
H 0.3602 0.2192 -0.5946 0.1010
H -3.7620 3.6801 4.0536 0.1246
H 2.0897 3.8067 -5.9033 0.0824
H -3.6962 1.1698 5.7111 0.1189
H -6.6364 0.5211 4.0001 0.0702
H 3.4404 1.7760 -6.1664 0.1116
H 8.5132 -3.6103 -7.3239 0.0855
H 2.6380 3.2776 -4.3019 0.0868
H 0.3348 0.8620 4.6130 0.1110
H 1.0961 -1.9533 -2.9890 0.0809
H 0.2775 -1.1210 5.3838 0.0903
H 9.2537 -3.8582 -5.7323 0.0823
H 8.5578 -1.5051 -5.9193 0.1214
H -1.3325 -1.7029 4.9069 0.0809
H -6.5574 -1.2064 4.4132 0.0800
H 3.2373 -1.5962 -6.9476 0.0817
H -1.3552 -0.8299 2.7975 0.0964
H -0.0623 1.5602 1.4600 0.1175
H 2.4400 -2.0260 -4.1767 0.0567
H -1.8022 -1.4243 -0.0627 0.0771
H -2.4135 0.1747 1.7946 0.1089
H -2.5690 3.1497 5.2380 0.1216
H -4.4213 1.0847 4.0890 0.1232
H 0.6010 -0.0267 1.8340 0.1171
H -5.8466 2.9566 4.8235 0.1082
H -6.6314 -0.8535 7.7939 0.0863
H 1.7656 1.3866 -6.5556 0.1169
H 7.6051 -4.4214 -6.0468 0.0740
H 2.6000 -1.0302 -2.7006 0.0824
H 4.4125 -0.3044 -6.5750 0.0572
H 7.5292 -2.3006 -4.7273 0.1120
H -0.6471 2.1001 5.3906 0.1082
H -7.9714 -0.2573 4.8581 0.0852
H -1.3340 0.6655 -0.4055 0.1246
H -6.0470 1.8218 7.4088 0.1155
H 4.5517 -1.2357 -8.1021 0.0807
H -7.2791 1.9949 6.1782 0.1260

# 2
64
Properties=species:S:1:pos:R:3:lowdin_charge:R:1 method="wB97M-V/def2-TZVPD" mol_weight_g_mol=438.30 smiles=CC(C)O.CC(C)O.CC(C)O.CC(C)O.ClCCCl.ClCCCl
Cl 5.4855 -2.9237 2.8216 0.5471
Cl 0.4282 -4.0557 -4.3108 0.6457
Cl 2.0531 -0.1741 -4.0704 0.6304
Cl 2.7979 -1.0243 2.8851 0.6052
O -2.5428 -4.6588 -2.9285 -0.0699
O -2.0945 2.8007 0.2234 -0.0672
O 0.2302 2.0593 -0.8618 -0.0744
O 1.2404 4.6155 -0.9644 -0.0484
C -2.3661 -5.9958 -0.9439 -0.0598
C -1.8654 2.3963 2.6078 -0.0269
C -3.8805 1.6281 1.2466 -0.0529
C -0.8082 -0.0996 -1.1065 -0.0492
C 1.1448 -1.5568 -4.6612 -0.7146
C 2.9610 -2.5648 3.7591 -0.6302
C -1.4461 -3.6672 -1.1750 -0.0811
C -2.8315 2.6898 1.4225 -0.4700
C 0.4820 0.6273 -0.7868 -0.4191
C 1.5641 6.6795 0.2349 -0.0556
C 0.9807 0.1643 0.5799 -0.1017
C 1.3717 4.5214 1.4501 -0.0698
C 4.4349 -2.6825 4.2169 -0.6827
C 1.3683 -2.6726 -3.7476 -0.6881
C -1.6550 -4.9959 -1.8753 -0.5195
C 0.8418 5.2824 0.2100 -0.4688
H 2.7164 -3.3497 3.0435 0.0620
H -1.0873 3.1595 2.6243 0.0644
H 0.8019 3.7631 -1.0169 0.0316
H 2.4234 4.2525 1.3509 0.0840
H 4.6227 -3.5274 4.8795 0.0650
H -0.6189 -3.6594 -0.4652 0.0823
H -3.3758 0.6717 1.1092 0.0801
H 0.8362 3.5790 1.5648 0.0385
H -2.5235 2.3955 3.4767 0.0819
H -0.2405 5.3633 0.3107 0.1235
H 0.4669 0.6401 1.4152 0.0631
H -2.7058 3.1592 -0.4242 0.1147
H -4.3436 1.4486 2.2168 0.0820
H 1.5646 -1.8341 -5.6281 0.0718
H 2.6433 6.5890 0.3578 0.0751
H 1.1949 7.2405 1.0935 0.0677
H -4.5823 1.7966 0.4297 0.0858
H -0.6393 2.2455 -0.5001 0.0235
H -2.6676 -6.9217 -1.4338 0.0748
H 2.4381 -2.8749 -3.7984 0.0812
H 0.1052 -1.2842 -4.8430 0.0792
H -1.0059 -2.9954 -1.9119 0.0387
H -3.2502 3.6561 1.7037 0.1354
H -2.2823 -3.2225 -0.6354 0.0888
H 1.3138 7.2231 -0.6761 0.0692
H 1.1951 0.3298 -1.5555 0.0789
H 1.1937 4.9893 2.4184 0.0734
H -2.8398 -5.4126 -3.4434 0.0890
H 4.7581 -1.7910 4.7544 0.0628
H 2.0109 0.4900 0.7243 0.0478
H -1.3169 1.4549 2.5764 0.0680
H -3.1471 -5.4961 -0.3708 0.0792
H -1.6868 0.5157 -0.9128 0.0651
H -1.6078 -6.3237 -0.2329 0.0737
H -0.9269 -0.2398 -2.1810 0.0770
H 2.2920 -2.5850 4.6193 0.0721
H -0.6883 -5.4271 -2.1355 0.1003
H 1.0478 -0.9234 0.6037 0.0562
H 0.9720 -2.4471 -2.7576 0.0539
H -0.9550 -1.0406 -0.5765 0.0600

# 3
83
Properties=species:S:1:pos:R:3:lowdin_charge:R:1 method="wB97M-V/def2-TZVPD" relative_energy_kj_mol=497.8 total_charge=-1 mol_weight_g_mol=727.70
S -13.9068 -8.4131 -3.0137 0.5441
S -14.5653 -9.3705 -5.0404 0.4890
S -18.0864 -11.5988 -12.5160 0.6208
S -17.6756 -9.8308 -14.1670 0.3735
F -14.6077 -10.8690 -5.6936 -0.2618
F -18.5619 -9.4064 -15.3671 -0.2244
F -12.9740 -8.8155 -1.8167 -0.2059
F -19.4812 -11.9412 -11.8036 -0.2361
O -21.9797 -6.5685 -11.8122 -0.2049
O -22.6074 -6.3491 -14.3460 -0.1868
O -22.4663 -20.4317 -13.0724 -0.1695
O -16.6759 -10.8607 -22.9752 -0.1686
O -17.4492 -8.5243 -13.5618 -0.3069
O -17.2378 -10.9375 -11.4997 -0.2858
O -15.1787 -8.1903 -2.3046 -0.3215
O -13.2116 -7.2776 -3.6451 -0.3165
O -16.0187 -9.1964 -4.8098 -0.3298
O -16.6000 -10.5242 -14.8164 -0.2674
O -23.9833 -11.7575 -15.6241 -0.1838
O -13.9071 -8.6430 -6.1657 -0.3320
O -17.4090 -9.7456 -25.7613 -0.1871
O -19.9415 -20.0080 -12.5368 -0.1312
O -24.7618 -11.5640 -12.9060 -0.2196
O -17.6300 -12.8915 -13.0979 -0.3149
N -13.7129 -9.8929 -3.8395 -0.2657
N -18.8732 -10.5780 -13.6318 -0.3193
C -25.1312 -12.4509 -15.2229 -0.2180
C -23.2256 -5.4291 -13.4899 -0.2271
C -21.0055 -6.5757 -10.7559 -0.0755
C -16.4832 -9.7533 -22.1138 -0.1249
C -22.2839 -5.2660 -12.3328 -0.1984
C -22.0079 -19.1118 -13.2800 -0.2534
C -17.3047 -8.9059 -27.0371 -0.0495
C -20.7702 -18.8825 -12.5732 -0.2689
C -16.0863 -9.7855 -25.1123 -0.2344
C -23.8313 -20.4128 -12.7155 -0.1215
C -15.7682 -10.8199 -24.1210 -0.2037
C -18.6033 -19.7123 -12.0469 -0.0794
C -22.7996 -6.0432 -15.6987 -0.1010
C -25.7126 -11.6874 -13.9744 -0.1917
C -24.8669 -12.7468 -12.0382 -0.0486
C -23.2360 -12.5205 -16.5953 -0.0882
Li -22.1544 -9.3223 -13.3668 0.8561
H -22.7381 -4.5971 -11.6018 0.1287
H -23.3285 -4.4617 -13.9816 0.1212
H -24.2854 -12.5184 -11.1450 0.0908
H -24.8595 -13.4637 -14.9254 0.1124
H -15.8195 -11.8017 -24.5918 0.1256
H -14.7145 -10.8322 -23.8422 0.1288
H -19.9934 -6.2276 -10.9626 0.1020
H -23.3817 -6.8189 -16.1962 0.0865
H -15.6157 -9.6863 -21.4572 0.0864
H -18.5448 -19.1263 -11.1296 0.0800
H -20.4613 -17.9156 -12.9706 0.1344
H -22.2269 -12.2042 -16.8594 0.0932
H -18.3343 -8.9708 -27.3891 0.0807
H -23.9935 -21.3437 -12.1720 0.0864
H -25.9864 -10.7126 -14.3780 0.1161
H -16.5516 -9.2891 -27.7256 0.0734
H -24.5704 -20.2337 -13.4963 0.0877
H -15.9194 -8.7783 -24.7302 0.1151
H -21.0597 -18.5303 -11.5831 0.1282
H -20.9090 -7.5702 -10.3203 0.0866
H -23.7556 -12.8387 -17.4990 0.0859
H -23.9246 -19.7177 -11.8811 0.0833
H -16.6178 -8.7820 -22.5898 0.0777
H -17.9622 -19.0730 -12.6538 0.0836
H -24.2261 -5.7141 -13.1648 0.1293
H -25.9012 -12.4735 -15.9941 0.1263
H -17.0003 -7.8836 -26.8128 0.0730
H -21.8416 -5.8508 -16.1817 0.0996
H -22.7699 -18.3505 -13.1132 0.1246
H -24.4198 -13.5366 -12.6417 0.0875
H -23.0374 -13.5114 -16.1868 0.0788
H -21.8875 -19.1688 -14.3618 0.1301
H -21.4168 -4.7401 -12.7324 0.1345
H -17.3266 -9.9084 -21.4410 0.0900
H -26.6497 -12.1143 -13.6172 0.1142
H -15.2963 -10.0441 -25.8173 0.1176
H -18.1226 -20.6654 -11.8267 0.0854
H -21.4813 -6.0445 -9.9316 0.0867
H -23.4114 -5.1512 -15.8338 0.0819
H -25.9150 -12.8658 -11.7634 0.0855

# 4
69
Properties=species:S:1:pos:R:3:lowdin_charge:R:1 method="wB97M-V/def2-TZVPD" mol_weight_g_mol=468.63 smiles="CCOS(C)(=O)=O.CCOS(C)(=O)=O.CC#N.CC#N.CCO.CCO.CCO"
S 4.0580 2.7175 -4.3040 0.7212
S -3.7411 -2.2657 1.9271 0.6264
O -3.7033 -3.6963 1.6509 -0.2842
O 2.8626 3.3279 -4.9108 -0.3084
O 3.6253 2.2494 -2.7389 -0.3142
O 0.8074 -4.5767 2.8936 -0.0796
O -2.5743 -1.6679 2.4590 -0.2831
O -2.7297 1.9911 0.7713 -0.0992
O 4.8325 1.6163 -4.9282 -0.3103
O -0.3536 2.9025 -0.4276 -0.1169
O -5.0940 -1.9424 2.8411 -0.2580
N 2.1749 -0.9318 -0.9108 0.1516
N 5.3803 -2.2555 -5.1233 0.1322
C -3.8323 2.1463 -0.2365 -0.2775
C -4.9108 -1.9876 4.2279 -0.3047
C 5.0996 -2.4143 -4.0487 -0.2985
C -4.2590 -1.2857 0.5103 -0.0937
C -5.9901 -1.1569 4.9251 -0.0613
C -0.2961 -4.0335 3.6295 -0.3349
C 4.5165 1.5979 -1.8651 -0.2731
C -0.1293 -1.0211 0.4060 -0.0422
C 4.7366 -2.5063 -2.6280 -0.0774
C 1.1836 -0.9928 -0.2951 -0.2112
C 0.2325 -3.1239 4.6383 -0.1059
C -3.5508 1.5069 -1.5477 -0.0839
C 5.2204 4.0935 -3.8204 -0.1004
C 4.1912 2.0457 -0.3484 -0.0328
C 0.2726 3.2336 -1.6375 -0.2497
C 0.4438 2.0052 -2.5947 -0.0564
H -3.9489 -1.4977 4.3793 0.1056
H -4.2415 1.6588 -2.3771 0.0873
H -6.0131 -0.2188 4.3704 0.0772
H 0.9983 2.1096 -3.5273 0.0514
H 4.8091 1.4559 0.3287 0.0733
H 5.5795 1.8220 -1.9545 0.1034
H -0.5643 -0.0419 0.2056 0.0690
H -4.6515 1.6185 0.2519 0.0907
H -0.3369 4.0237 -2.0763 0.1135
H 3.1882 1.6271 -0.2651 0.0354
H -0.7147 -4.8586 4.2058 0.1105
H -0.0316 -1.3717 1.4334 0.0727
H -5.3254 -1.4636 0.3711 0.0822
H 1.0021 1.1902 -2.1342 0.0348
H -3.4290 0.4449 -1.3343 0.0532
H -4.0384 -0.2315 0.6780 0.0409
H 5.3897 -1.8359 -2.0692 0.0758
H -3.6610 -1.8550 -0.2012 0.0680
H 4.6574 4.7110 -3.1205 0.0667
H 0.4630 -4.8625 2.0443 0.0744
H -4.9218 -2.9841 4.6696 0.1241
H -4.1444 3.1821 -0.3697 0.1101
H 1.1777 3.6487 -1.1943 0.1097
H 3.6743 -2.2942 -2.5070 0.0461
H -2.5648 1.7901 -1.9160 0.0570
H 4.2010 3.1302 -0.2402 0.0724
H -0.8990 -1.7033 0.0449 0.0754
H 4.9331 -3.5349 -2.3255 0.0771
H -5.7884 -1.0003 5.9847 0.0817
H 5.6270 4.6137 -4.6877 0.0675
H 4.3130 0.5653 -2.1483 0.0935
H -7.0040 -1.5364 4.7980 0.0756
H -0.4325 1.4299 -2.8935 0.0610
H -1.0770 -3.6783 2.9570 0.0884
H 0.1935 2.7657 0.3493 0.0989
H -0.5939 -2.7148 5.2196 0.0774
H 0.6519 -2.1950 4.2517 0.0732
H -2.0076 2.4436 0.3293 0.0110
H 0.9557 -3.5692 5.3214 0.0855
H 6.1018 3.6410 -3.3662 0.0543

The evaluated E_LUMO for the records listed, in turn: 0.5875; 0.5068; -0.1262; 0.3328 eV.
The evaluated HOMO energy for the records listed, in turn: -8.66; -9.28; -6.15; -10.06 eV.
The evaluated frontier orbital gap for the records listed, in turn: 9.25; 9.78; 6.02; 10.39 eV.